No. 1
A molecular structure, C25H33CdO2Te, computed with ωB97M-V/def2-TZVPD.

Calculated values
HOMO energy ... -3.12 eV
LUMO level ... 2.117 eV
Net charge ... -1
Spin multiplicity ... 1
Electronic energy ... -1558.49754 a.u.

Last column: Löwdin charge in e.
Atoms and positions in Å:
1 O -1.53811 -0.59802 -2.50002  -0.1577
2 C -2.41498 -1.58755 -3.13093  -0.1682
3 C -1.80463 -1.38751 -4.51740  -0.0770
4 H -3.46063 -1.22087 -3.09712  0.0779
5 H -2.36780 -2.56614 -2.63719  0.1012
6 C -1.07964 -0.19163 -3.83978  -0.5375
7 H -2.53053 -1.20549 -5.34109  0.1041
8 H -1.08395 -2.16078 -4.81317  0.1055
9 C -1.72373 1.10560 -4.25933  -0.0220
10 H -2.82350 1.02263 -4.23029  0.0768
11 H -1.42969 1.36791 -5.28867  0.0884
12 H -1.47843 1.96271 -3.60404  0.0810
13 C 0.44209 -0.26007 -3.94248  -0.0247
14 H 0.74928 -1.30884 -3.87752  0.0706
15 H 0.96682 0.20344 -3.10067  0.0585
16 H 0.83168 0.16920 -4.88615  0.0901
17 Cd -2.17760 -0.00325 0.35698  1.1845
18 C 1.68729 -1.40840 0.33178  -0.1804
19 C 0.75047 -1.41233 1.38153  -0.1777
20 C -0.49765 -1.90333 0.87711  -0.3202
21 H 0.92734 -1.06553 2.40175  0.0568
22 C -0.27897 -2.28138 -0.48695  -0.2265
23 C 1.04769 -1.94222 -0.82792  -0.1791
24 H 1.49822 -2.04601 -1.81494  0.0611
25 H 2.72380 -1.07972 0.41245  0.0756
26 H -1.37986 -2.15330 1.47995  -0.0127
27 H -0.98752 -2.82494 -1.10449  0.0525
28 C 0.49173 1.88915 1.09215  -0.1583
29 C 1.10761 1.57435 -0.14297  -0.1449
30 C 0.12962 1.62927 -1.14646  -0.1764
31 H 2.15843 1.30230 -0.27242  0.0878
32 C -1.14739 1.89255 -0.53613  -0.3411
33 C -0.86872 2.17928 0.85389  -0.3039
34 H -1.59371 2.58803 1.56271  0.0493
35 H 0.98114 1.90303 2.06294  0.0655
36 H 0.35118 1.66586 -2.21198  0.0602
37 H -2.04014 2.19804 -1.08607  0.0534
38 O -5.11916 -0.26315 -3.21477  -0.2002
39 C -5.48178 -0.59095 -4.61116  -0.1790
40 C -6.97074 -1.00458 -4.68155  -0.1643
41 H -4.89475 -1.44722 -5.01229  0.1098
42 H -5.25864 0.27000 -5.27518  0.1208
43 C -7.35726 -1.25471 -3.20388  -0.1630
44 H -7.17451 -1.91909 -5.25149  0.1026
45 H -7.54437 -0.21908 -5.18981  0.1020
46 C -6.10085 -0.93748 -2.35978  -0.1720
47 H -7.71592 -2.27815 -3.05552  0.1048
48 H -8.17080 -0.57761 -2.94425  0.0990
49 H -5.61439 -1.88197 -2.01616  0.1204
50 H -6.37909 -0.35528 -1.45078  0.1241
51 Te -2.81477 -0.07467 3.08187  0.5285
52 C -0.90485 0.12967 3.96886  -0.6808
53 C -0.31118 1.39956 4.17223  -0.1790
54 C 1.01600 1.48118 4.60840  -0.1191
55 C 1.68985 0.33259 5.05020  -0.1089
56 C 1.06119 -0.91362 4.96028  -0.1182
57 C -0.27633 -1.00355 4.53996  -0.1803
58 H -0.92555 2.27831 3.95226  0.0868
59 H 1.52683 2.44626 4.65857  0.0987
60 H 2.66366 0.42106 5.53628  0.0920
61 H 1.60300 -1.81207 5.27554  0.0989
62 H -0.86373 -1.92424 4.58323  0.0836

***

No. 2
7 unconnected molecules or ions with the total composition CH16O7, computed with ωB97M-V/def2-TZVPD.

Calculated values
HOMO energy ... -10.59 eV
SMILES ... CO.O.O.O.O.O.O
Energy above the lowest of the compared OMol25 structures with the same formula, charge and spin ... 38.2 kcal/mol
LUMO level ... 0.193 eV
Spin multiplicity ... 1
Electronic energy ... -574.31695 a.u.

Last column: Löwdin charge in e.
Atoms and positions in Å:
1 C -0.76449 -1.94126 -0.57630  -0.1534
2 O -0.89119 -2.39396 -1.92470  -0.1170
3 H 0.01607 -2.45661 -0.09587  0.0414
4 H -0.36008 -0.91987 -0.58376  0.0348
5 H -1.69273 -2.07804 0.03170  0.1068
6 H -1.77815 -2.13909 -2.29134  0.1039
7 O -2.51586 1.03329 -0.01887  -0.0562
8 H -2.01557 1.89137 0.06952  0.0433
9 H -2.57279 0.96092 -0.94497  0.0071
10 O -0.53666 -0.01669 1.95425  -0.0674
11 H -1.46988 -0.27448 1.84210  0.0408
12 H -0.72098 0.83969 2.37959  0.0515
13 O 0.42715 0.83810 -2.21491  -0.0768
14 H 0.51166 0.28699 -1.44892  -0.0476
15 H 1.24683 0.47318 -2.72490  0.1123
16 O 2.06005 0.53027 0.57818  0.0036
17 H 1.16468 0.55082 0.46009  -0.0502
18 H 2.18203 0.54677 1.50272  0.0431
19 O 2.57393 -2.07513 1.15569  -0.0833
20 H 2.44305 -1.30134 0.60917  -0.0263
21 H 1.68991 -2.54500 1.08751  0.0476
22 O -0.38117 3.40433 0.71585  -0.0030
23 H -0.31223 4.11896 1.33808  0.0463
24 H 0.36498 3.13166 0.26308  -0.0013

***

No. 3
A molecular structure, C6H13N2S, computed with ωB97M-V/def2-TZVPD.

Calculated values
HOMO energy ... -12.84 eV
Energy above the lowest of the compared OMol25 structures with the same formula, charge and spin ... 93.5 kcal/mol
LUMO level ... -2.919 eV
Net charge ... +1
Spin multiplicity ... 1
Electronic energy ... -743.74836 a.u.

Last column: Löwdin charge in e.
Atoms and positions in Å:
1 C -1.16439 -0.53408 1.61922  -0.1452
2 C -1.46486 0.74247 1.42783  -0.0660
3 C 0.37155 0.53532 -0.04966  -0.3990
4 C -0.67912 -2.01351 -0.08816  -0.0875
5 C -1.69630 1.64973 -0.77764  0.0131
6 C 3.22571 -0.22824 0.05817  -0.3204
7 N -0.17449 -0.98688 0.83302  -0.0795
8 N -0.78292 1.35217 0.33524  -0.1670
9 S 1.97504 1.01661 0.65729  0.8945
10 H -1.64641 -1.09222 2.41024  0.1509
11 H -2.21152 1.32712 1.99616  0.1502
12 H 0.32430 0.21786 -1.06885  0.1010
13 H 0.02319 -2.39418 -0.95341  0.1268
14 H -1.13930 -2.84828 0.37152  0.0708
15 H -1.52151 -1.53167 -0.69554  0.0929
16 H -1.15626 1.70243 -1.77218  0.1346
17 H -2.45579 0.84245 -0.82546  0.1176
18 H -2.26196 2.58513 -0.62662  0.1220
19 H 4.11733 0.32820 -0.06046  0.0109
20 H 3.00646 -0.69000 -0.95377  0.0780
21 H 3.39547 -0.89888 0.91702  0.0472
22 H -0.44165 2.27380 0.47687  0.1541